ORCA calculation (ωB97M-V with the def2-TZVPD basis set) on 2 unconnected molecules or ions with the total composition C4H8O2.

Each line ends with the Löwdin charge.
Atoms and positions in Å:
O1 -0.1842 -2.3195 0.2790  0.03
C1 -0.6921 -1.5567 -0.5105  -0.40
C2 -1.4113 -0.3333 -0.1169  -0.06
C3 1.2292 0.2384 0.0711  -0.20
C4 0.9737 1.6238 0.4755  -0.17
O2 2.0920 0.9110 0.9634  -0.06
H1 0.7854 -0.6390 0.5239  0.07
H2 -0.7846 -1.7735 -1.5906  0.13
H3 -2.2834 -1.0605 -0.1840  0.12
H4 -1.4663 0.5062 -0.8236  0.10
H5 -1.2693 0.0148 0.9100  0.09
H6 1.5731 0.0804 -0.9570  0.13
H7 0.1937 1.8954 1.1891  0.11
H8 1.2441 2.4125 -0.2293  0.11

Output
- DFT total energy: -307.57406 hartree
- SMILES string: C1CO1.CC=O
- E_HOMO: -10.15 eV
- HOMO-LUMO gap: 11.026 eV
- ΔE to the lowest compared entry with this formula, charge and spin: 363.29 kJ/mol

=====

ORCA calculation (ωB97M-V with the def2-TZVPD basis set) on 2 unconnected molecules or ions with the total composition C4H8O2.

Each line ends with the Löwdin charge.
Atoms and positions in Å:
O1 0.2625 0.8362 -0.5941  -0.11
C1 1.0461 0.4071 0.5819  -0.23
C2 -0.0811 0.9448 1.4809  -0.05
C3 -0.6917 0.1551 0.3109  -0.25
O2 -0.5089 -0.9079 -2.6307  -0.07
C4 0.3429 -0.9613 0.5277  -0.04
H1 -0.0297 -0.2299 -2.1219  0.00
H2 2.1104 0.6476 0.5828  0.14
H3 -0.2317 2.0256 1.4485  0.11
H4 -0.1777 0.5208 2.4839  0.11
H5 -1.7258 0.0822 -0.0270  0.14
H6 -1.1470 -0.4086 -3.1530  0.04
H7 0.5506 -1.5780 -0.3481  0.11
H8 0.2812 -1.5336 1.4580  0.11

Output
- DFT total energy: -307.58603 hartree
- E_HOMO: -9.96 eV
- HOMO-LUMO gap: 10.975 eV
- ΔE to the lowest compared entry with this formula, charge and spin: 331.86 kJ/mol

=====

ORCA calculation (ωB97M-V with the def2-TZVPD basis set) on a single C4H8O2 molecule.

Each line ends with the Löwdin charge.
Atoms and positions in Å:
O1 -0.8703 2.3743 -0.0794  -0.09
C1 -0.1439 1.2920 -0.6881  -0.20
C2 -0.3381 0.1020 0.2373  -0.21
C3 -0.5179 -1.3638 -0.1136  -0.05
C4 0.6996 -0.9098 0.6367  -0.34
O2 1.9203 -0.8758 -0.0523  -0.02
H1 -0.3394 2.7644 0.6280  0.09
H2 0.9127 1.5507 -0.8282  0.12
H3 -0.6147 1.1531 -1.6652  0.12
H4 -0.9840 0.6092 0.9615  0.14
H5 -0.3338 -1.6961 -1.1355  0.11
H6 -1.2743 -1.9465 0.4093  0.10
H7 0.7918 -1.1770 1.6905  0.14
H8 2.2641 -1.7802 -0.0773  0.10

Output
- DFT total energy: -307.62542 hartree
- SMILES string: OC[C@H]1C[C@H]1O
- E_HOMO: -9.81 eV
- HOMO-LUMO gap: 10.673 eV
- ΔE to the lowest compared entry with this formula, charge and spin: 228.44 kJ/mol

=====

ORCA calculation (ωB97M-V with the def2-TZVPD basis set) on 2 unconnected molecules or ions with the total composition C4H8O2.

Each line ends with the Löwdin charge.
Atoms and positions in Å:
C1 -1.8355 0.3365 -1.4704  -0.14
O1 -1.0447 0.0663 -0.3430  -0.16
C2 0.5190 -1.2735 0.9327  0.02
C3 1.1632 -0.2035 1.4010  -0.15
C4 2.0199 0.5825 0.4963  -0.30
O2 2.7127 1.5165 0.8380  0.03
H1 -1.7333 1.3715 -1.8114  0.08
H2 -2.8916 0.1133 -1.2761  0.08
H3 -1.4778 -0.3287 -2.2623  0.08
H4 0.6321 -1.5823 -0.1030  0.07
H5 -0.1808 -1.8522 1.5272  0.08
H6 1.0526 0.1494 2.4225  0.11
H7 -0.9071 0.8373 0.2191  0.09
H8 1.9714 0.2670 -0.5708  0.12

Output
- DFT total energy: -307.62137 hartree
- SMILES string: C=CC=O.CO
- E_HOMO: -9.74 eV
- HOMO-LUMO gap: 10.318 eV
- ΔE to the lowest compared entry with this formula, charge and spin: 239.07 kJ/mol